C4H9NO3 | the ωB97M-V functional and the def2-TZVPD basis

## Properties
Charge   0
Electronic energy   -11920.709 eV
E_HOMO   -8.942 eV
Energy above the lowest of the compared OMol25 structures with the same formula, charge and spin   6.832 eV

The geometry in XYZ format:
```
17
Properties=species:S:1:pos:R:3:lowdin_charge:R:1
H 1.56 -0.58 -0.52 0.046
C 1.38 0.50 -0.53 -0.022
H -1.13 -2.16 1.79 0.096
C -0.51 -1.65 -0.12 -0.199
O -1.20 1.48 -1.41 -0.047
H 2.30 0.91 -0.13 0.063
N -1.04 -1.67 -1.20 0.246
C 0.26 1.27 0.47 -0.499
H -1.18 -0.86 -1.79 0.091
O 0.27 0.81 1.70 -0.095
H 0.02 -0.41 1.65 0.131
C -0.28 -1.82 1.21 -0.052
H 0.52 2.33 0.35 0.140
H 1.25 0.85 -1.55 0.055
O -1.08 1.06 -0.04 -0.147
H -1.79 2.25 -1.34 0.105
H 0.65 -2.30 1.47 0.087
```

=====

C5H8O | the ωB97M-V functional and the def2-TZVPD basis

## Properties
Charge   0
Electronic energy   -7356.090 eV
E_HOMO   -7.400 eV
Energy above the lowest of the compared OMol25 structures with the same formula, charge and spin   6.165 eV

The geometry in XYZ format:
```
14
Properties=species:S:1:pos:R:3:lowdin_charge:R:1
C 1.49 0.04 0.66 -0.106
C -0.42 0.67 0.36 -0.265
H -0.97 -2.00 -0.32 0.124
C -0.72 0.12 -0.95 -0.284
H 1.73 -1.01 0.67 0.060
C -1.40 -1.00 -0.20 -0.096
H 1.09 1.14 -1.32 0.083
O -1.01 -0.39 1.07 -0.064
H -2.49 -1.04 -0.29 0.123
H 1.25 0.31 1.72 0.083
C 0.77 0.17 -0.91 -0.029
H -1.22 0.72 -1.70 0.144
H 2.41 0.60 0.46 0.069
H -0.53 1.68 0.72 0.158
```

=====

C4H9NO3 | the ωB97M-V functional and the def2-TZVPD basis

## Properties
Charge   0
Electronic energy   -11923.892 eV
E_HOMO   -9.694 eV
SMILES   C[C@@H](O)[C@H](N)C(=O)O
Energy above the lowest of the compared OMol25 structures with the same formula, charge and spin   3.649 eV

The geometry in XYZ format:
```
17
Properties=species:S:1:pos:R:3:lowdin_charge:R:1
H -1.64 -0.50 -0.68 0.152
O 0.77 -1.94 0.77 0.091
H 1.77 1.79 -0.01 0.058
H -0.92 -0.90 2.06 0.082
O 0.35 -1.45 -1.45 0.045
H 2.20 0.26 -0.50 0.071
O -0.47 1.65 -1.27 -0.001
H -0.52 1.81 0.77 0.141
C -0.34 1.11 -0.04 -0.258
H -2.35 -1.10 1.32 0.080
H 1.69 0.58 1.24 0.069
H -0.95 0.98 -1.82 0.121
N -1.57 -0.46 1.41 0.067
H 1.06 -1.14 -2.04 0.116
C 0.34 -1.14 -0.07 -0.513
C 1.49 0.74 0.18 -0.015
C -0.91 -0.29 0.12 -0.306
```

=====

> Which value of energy above the lowest of the compared OMol25 structures with the same formula, charge and spin does entry 3 give?

3.649 eV

=====

> What is the formula in the second record?

C5H8O

=====

> The highest energy above the lowest of the compared OMol25 structures with the same formula, charge and spin belongs to which entry?

number 1